DFT (wB97M-V/def2-TZVPD) results for a molecular structure, C21H25Cl3IrN5O.

Computed properties:
HOMO (spin up / spin down): -16.84 / -17.88 eV
energy relative to the best compared isomer or geometry (same formula, charge and spin): 6.91 kJ/mol
LUMO (spin up / spin down): -9.69 / -11.79 eV
⟨S²⟩: 8.80

The geometry in ORCA input format:
```
! RIJCOSX wB97M-V def2-TZVPD def2/J DEFGRID3
* xyz 3 6
Ir 0.65 -0.70 0.61
C -0.46 3.79 -0.26
C 0.40 2.77 0.43
N 0.16 2.39 1.58
C 0.40 1.59 2.73
C 1.11 0.27 2.38
N 0.06 -2.21 1.67
C -0.79 -3.29 1.20
C -1.58 -2.78 0.01
N -0.70 -1.99 -0.86
C 0.11 -2.79 -1.81
C 1.53 -3.00 -1.29
N 1.93 -1.66 -0.88
C 2.95 -1.01 -1.30
C 4.08 -1.58 -2.09
C 2.89 0.46 -1.02
C 3.86 1.32 -1.50
C 3.69 2.69 -1.36
C 2.54 3.15 -0.75
C 1.63 2.23 -0.26
N 1.78 0.90 -0.38
H -1.42 3.90 0.24
H -0.59 3.51 -1.30
H 0.06 4.75 -0.22
H -0.58 1.37 3.16
H 0.96 2.19 3.45
H 0.96 -0.37 3.25
H 2.19 0.45 2.29
H 0.38 -2.33 2.63
H -1.45 -3.61 2.01
H -0.17 -4.15 0.95
H -2.39 -2.13 0.36
H -2.04 -3.61 -0.53
H -1.26 -1.32 -1.37
H 0.16 -2.24 -2.75
H -0.37 -3.75 -2.03
H 2.16 -3.41 -2.06
H 1.57 -3.66 -0.42
H 4.12 -2.66 -2.01
H 5.03 -1.18 -1.74
H 3.98 -1.31 -3.15
H 4.73 0.94 -2.01
H 4.43 3.39 -1.74
H 2.35 4.21 -0.63
Cl -7.09 1.44 0.93
C -5.45 1.13 0.73
C -4.75 0.42 1.73
C -3.43 0.17 1.57
Cl -2.58 -0.72 2.79
C -2.69 0.62 0.41
O -1.46 0.43 0.22
C -3.47 1.33 -0.59
Cl -2.64 1.85 -2.00
C -4.80 1.59 -0.44
H -5.29 0.08 2.61
H -5.35 2.12 -1.20
*
```

---

DFT (wB97M-V/def2-TZVPD) results for a molecular structure, C9H13N3S2.

Computed properties:
HOMO: -8.31 eV
energy relative to the best compared isomer or geometry (same formula, charge and spin): 454.79 kJ/mol
LUMO: 0.01 eV

The geometry in ORCA input format:
```
! RIJCOSX wB97M-V def2-TZVPD def2/J DEFGRID3
* xyz 0 1
C -3.56 2.38 0.48
C -2.30 0.01 -0.32
C -1.43 -1.05 -0.52
C -0.03 -0.97 -0.43
C 0.56 -1.78 0.56
C 2.01 -1.56 0.92
C 2.71 -0.85 -0.10
C 2.20 1.38 0.07
C 0.82 -0.03 -1.32
H -3.25 3.36 0.74
H -4.39 2.41 -0.25
H -3.60 1.79 1.66
H 0.14 -2.62 1.15
H 2.57 -2.41 1.13
H 2.11 -1.12 1.96
H 2.72 -1.51 -1.00
H 3.82 -0.60 0.06
H 0.97 1.39 0.59
H 3.20 1.37 1.00
H 2.35 2.60 -0.61
H 0.76 -0.49 -2.37
H 0.34 0.97 -1.59
N -3.51 -0.39 -0.31
N -2.09 -2.28 -0.25
N 2.24 0.29 -0.93
S -1.76 1.79 -0.12
S -3.62 -2.09 -0.21
*
```

---

DFT (wB97M-V/def2-TZVPD) results for a molecular structure, C28H38BClFeN7S2Se.

Computed properties:
HOMO (spin up / spin down): -13.83 / -13.98 eV
LUMO (spin up / spin down): -5.25 / -7.22 eV
⟨S²⟩: 8.78

The geometry in ORCA input format:
```
! RIJCOSX wB97M-V def2-TZVPD def2/J DEFGRID3
* xyz 2 6
Fe 0.87 -0.96 1.32
C 4.45 1.56 -0.13
N 3.90 1.61 1.23
C 4.63 1.83 2.38
C 3.76 1.75 3.41
N 2.50 1.49 2.90
B 1.26 1.58 3.89
N -0.04 0.75 3.48
C -1.29 1.33 3.54
C -2.21 0.35 3.70
N -1.51 -0.84 3.72
C -2.11 -2.17 3.93
C -0.20 -0.59 3.59
S 1.08 -1.76 3.48
C 2.61 1.41 1.57
S 1.33 1.08 0.42
H 5.53 1.48 -0.05
H 4.19 2.47 -0.68
H 4.05 0.70 -0.65
H 5.69 2.03 2.36
H 3.92 1.87 4.47
H 1.65 1.12 4.94
H 0.90 2.73 3.96
H -1.42 2.40 3.50
H -3.28 0.39 3.82
H -3.10 -2.18 3.50
H -2.17 -2.39 4.99
H -1.49 -2.92 3.45
Cl 4.33 -3.40 -2.43
C 4.17 -2.73 -0.86
C 5.26 -2.61 -0.01
C 5.07 -2.06 1.24
C 3.80 -1.65 1.62
N 2.76 -1.76 0.78
C 2.94 -2.29 -0.43
H 6.24 -2.96 -0.33
H 5.89 -1.95 1.94
H 3.62 -1.21 2.59
H 2.08 -2.36 -1.09
C -4.09 -2.31 -2.36
C -3.14 -3.51 -2.46
C -1.99 -3.32 -3.45
C -0.76 -2.61 -2.89
N -1.03 -1.19 -2.54
C -1.27 -0.69 -1.33
Se -1.12 -1.68 0.27
N -1.64 0.59 -1.43
C -2.11 1.39 -0.25
C -2.18 2.89 -0.46
C -2.31 3.60 0.89
C -0.96 3.81 1.59
C -1.71 0.92 -2.81
C -2.05 2.08 -3.51
C -1.97 2.03 -4.89
C -1.56 0.87 -5.57
C -1.22 -0.27 -4.88
C -1.32 -0.21 -3.49
H -5.00 -2.58 -1.82
H -4.40 -1.97 -3.36
H -3.65 -1.45 -1.84
H -3.71 -4.38 -2.77
H -2.73 -3.75 -1.47
H -2.35 -2.78 -4.33
H -1.63 -4.29 -3.80
H 0.05 -2.60 -3.62
H -0.40 -3.10 -2.00
H -1.42 1.16 0.56
H -3.09 1.01 0.03
H -3.05 3.13 -1.08
H -1.28 3.25 -0.98
H -2.99 3.04 1.53
H -2.77 4.57 0.72
H -0.40 2.88 1.68
H -1.10 4.23 2.59
H -0.34 4.51 1.02
H -2.36 2.99 -3.03
H -2.23 2.91 -5.46
H -1.50 0.88 -6.65
H -0.91 -1.18 -5.39
*
```

---

DFT (wB97M-V/def2-TZVPD) results for a molecular structure, C19H28CuNPTe.

Computed properties:
HOMO (spin up / spin down): -5.76 / -6.96 eV
LUMO (spin up / spin down): 0.10 / -0.24 eV
⟨S²⟩: 0.76

The geometry in ORCA input format:
```
! RIJCOSX wB97M-V def2-TZVPD def2/J DEFGRID3
* xyz 0 2
C -0.64 -3.49 -3.19
C -0.12 -2.22 -3.48
C 0.13 -1.27 -2.46
C -0.06 -1.67 -1.12
C -0.74 -2.86 -0.86
C -0.98 -3.80 -1.87
C 0.76 0.04 -2.87
C -0.07 1.34 -3.25
N -1.39 1.68 -2.76
Cu 0.79 -0.99 0.56
C -1.26 -3.07 0.55
P -1.20 -1.38 1.26
H 0.16 -1.97 -4.50
H -1.43 -4.76 -1.61
H -0.78 -4.23 -3.98
H -0.60 -3.71 1.15
H -2.28 -3.48 0.58
H 1.50 0.32 -2.10
H 1.33 -0.18 -3.80
H 0.55 2.19 -2.94
C -1.56 -1.64 3.01
C -2.77 -0.74 0.60
H -0.13 1.37 -4.35
C -2.52 0.83 -2.98
C -1.51 2.73 -1.77
H 2.26 -0.40 1.13
H -3.19 1.22 -3.78
H -2.20 -0.19 -3.24
H -3.12 0.79 -2.06
H -1.92 3.67 -2.19
H -2.21 2.42 -0.97
H -0.54 2.95 -1.30
H -3.60 -1.36 0.99
H -2.92 0.30 0.94
H -2.80 -0.77 -0.50
H -2.39 -2.35 3.11
H -0.66 -2.03 3.52
H -1.84 -0.67 3.45
H 1.02 0.52 1.38
Te 2.30 1.21 0.36
C 2.99 1.96 2.24
C 3.80 1.10 2.99
C 4.05 1.41 4.33
C 3.59 2.61 4.87
C 2.80 3.47 4.10
C 2.52 3.17 2.76
H 4.15 0.17 2.54
H 4.61 0.71 4.95
H 3.83 2.87 5.90
H 2.39 4.38 4.55
H 1.90 3.82 2.14
*
```

---

DFT (wB97M-V/def2-TZVPD) results for a gas-phase ion, C3H9NO3P (charge -1).

Computed properties:
HOMO: -5.07 eV
SMILES: C[C@H](CN)[P@@](=O)([O-])O
energy relative to the best compared isomer or geometry (same formula, charge and spin): 72.74 kJ/mol
LUMO: 3.99 eV

The geometry in ORCA input format:
```
! RIJCOSX wB97M-V def2-TZVPD def2/J DEFGRID3
* xyz -1 1
C -0.98 1.19 0.35
C 0.06 0.21 0.77
C 1.40 0.76 0.17
N 1.62 0.25 -1.15
P -0.40 -1.61 0.28
O 0.90 -2.23 0.19
O -1.45 -2.13 1.17
O -1.09 -1.43 -1.33
H -1.92 1.36 0.94
H -1.33 0.85 -0.70
H -0.54 2.20 0.22
H 0.03 0.18 1.83
H 2.17 0.53 1.00
H 1.24 1.84 0.00
H 1.53 -0.83 -0.92
H 0.80 0.49 -1.79
H -2.03 -1.62 -1.04
*
```

---

DFT (wB97M-V/def2-TZVPD) results for 5 unconnected molecules or ions with the total composition C21H53ClO6Si.

Computed properties:
HOMO: -9.20 eV
SMILES: CCOCCCCC[Si@H](Cl)CCO.CC(C)O.CC(C)O.CC(C)O.CC(C)O
LUMO: 0.68 eV

The geometry in ORCA input format:
```
! RIJCOSX wB97M-V def2-TZVPD def2/J DEFGRID3
* xyz 0 1
C 3.81 -1.81 1.65
C 3.80 -1.59 0.15
O 4.18 -0.27 -0.22
C 3.14 0.52 -0.77
C 2.27 1.23 0.29
C 0.75 1.01 0.13
C 0.03 0.59 1.41
C 0.09 -0.94 1.68
Si -1.62 -1.66 1.87
Cl -1.42 -3.59 2.63
C -2.49 -1.85 0.22
C -3.40 -0.69 -0.22
O -3.23 0.49 0.56
H 3.31 -2.75 1.90
H 3.29 -1.00 2.16
H 4.83 -1.86 2.04
H 2.80 -1.82 -0.26
H 4.50 -2.28 -0.33
H 2.50 -0.10 -1.41
H 3.64 1.25 -1.41
H 2.49 2.29 0.28
H 2.59 0.86 1.27
H 0.57 0.26 -0.63
H 0.28 1.92 -0.24
H 0.47 1.10 2.28
H -1.00 0.94 1.35
H 0.69 -1.18 2.56
H 0.55 -1.46 0.83
H -2.41 -0.92 2.87
H -1.72 -2.01 -0.54
H -3.06 -2.79 0.27
H -4.45 -1.01 -0.20
H -3.17 -0.40 -1.24
H -3.86 0.49 1.29
C -2.74 2.20 -3.86
C -1.83 2.25 -2.64
C -1.32 3.65 -2.37
O -0.75 1.33 -2.78
H -2.19 2.52 -4.75
H -3.11 1.19 -4.03
H -3.60 2.87 -3.74
H -2.38 1.90 -1.76
H -0.73 4.01 -3.22
H -0.68 3.67 -1.49
H -2.14 4.35 -2.22
H -0.20 1.61 -3.53
C 4.69 -5.60 5.76
C 4.99 -4.27 5.07
C 5.32 -3.17 6.07
O 3.91 -3.88 4.23
H 3.83 -5.49 6.42
H 4.47 -6.37 5.02
H 5.54 -5.92 6.36
H 5.83 -4.40 4.38
H 4.48 -3.00 6.74
H 5.54 -2.24 5.55
H 6.19 -3.44 6.68
H 3.13 -3.75 4.78
C -7.38 3.06 2.12
C -6.58 2.08 1.28
C -7.47 1.09 0.54
O -5.62 1.39 2.09
H -7.96 2.52 2.88
H -6.72 3.75 2.64
H -8.07 3.63 1.50
H -5.97 2.63 0.56
H -8.05 0.50 1.25
H -6.86 0.41 -0.06
H -8.16 1.61 -0.12
H -6.10 0.88 2.76
C 1.64 0.45 -6.40
C 2.18 1.73 -5.79
C 3.69 1.85 -5.94
O 1.80 1.83 -4.42
H 2.08 -0.42 -5.91
H 0.56 0.39 -6.29
H 1.88 0.39 -7.47
H 1.70 2.59 -6.26
H 4.18 1.01 -5.43
H 4.04 2.78 -5.50
H 3.98 1.82 -6.99
H 2.20 1.09 -3.94
*
```

---

Max |F| for the records above, in order: 0.37, 7.44, 0.89, 3.44, 3.60, 0.26 eV/Å
E_tot for the records above, in order: -72056.6119, -35677.3387, -174676.9067, -82862.6668, -20181.7022, -55322.8055 eV